1.
The following is a DFT calculation (wB97M-V/def2-TZVPD) of a cluster of 3 separate species, C5H12N2 in total in a non-equilibrium geometry.

The calculation puts the total energy at -307.01969 Ha.

The geometry in ORCA input format:
```
! wB97M-V def2-TZVPD RIJCOSX def2/J DEFGRID3
* xyz 0 1
C -0.09690 0.48105 0.42139
H -1.26821 -1.54371 1.03628
H 2.66771 1.56921 0.64430
C 2.08773 1.62916 -0.27264
H 1.43691 2.49496 -0.29980
H 2.66242 1.40292 -1.16355
C -1.39920 -1.08441 0.06035
H -2.98093 0.27125 0.61055
H 2.44891 -1.02844 0.56235
C -2.72290 -0.43045 -0.18250
H -2.73123 0.09031 -1.14202
N 0.83215 0.03965 -0.31536
H -3.52289 -1.18203 -0.22114
N -0.52345 1.31577 1.21906
H -1.06039 -1.73608 -0.73879
H 1.15134 -2.07428 0.11914
H 2.10114 -1.34285 -1.13945
H -0.73046 2.27408 0.97017
C 1.64826 -1.14611 -0.16835
*
```

How positive or negative is each atom? The Mulliken charges in e answer that:
1. C 0.40
2. H 0.36
3. H 0.31
4. C -0.78
5. H 0.31
6. H 0.29
7. C -0.61
8. H 0.34
9. H 0.32
10. C -1.15
11. H 0.29
12. N -0.26
13. H 0.34
14. N -0.57
15. H 0.34
16. H 0.38
17. H 0.31
18. H 0.25
19. C -0.86

***

2.
The following is a DFT calculation (wB97M-V/def2-TZVPD) of an isolated molecule of C5H12N2 in a non-equilibrium geometry.

The calculation puts the total energy at -307.06551 Ha. As for the SMILES: C=C[C@@H](C)N(C)N.

The geometry in ORCA input format:
```
! wB97M-V def2-TZVPD RIJCOSX def2/J DEFGRID3
* xyz 0 1
H 0.06055 0.03698 -1.80089
C -2.16323 -0.56726 0.53406
H 0.00554 2.32439 -1.15593
H -1.66189 1.37453 -1.14647
C 1.35541 0.21119 1.22681
H 2.84908 -1.16390 -0.50633
C 0.04777 0.20628 -0.76906
H 1.95955 -0.64999 1.63578
N 1.32052 0.07062 -0.21918
H -0.94387 2.14485 0.29475
H -1.02491 -2.00317 -0.73505
H -2.14535 0.47985 0.79886
H 1.80910 1.19320 1.56669
H 0.31972 0.06148 1.57619
N 1.82047 -1.14080 -0.79123
C -0.64603 1.51993 -0.69469
H -3.12377 -1.06146 0.92379
H 1.39194 -1.94383 -0.47796
C -1.23061 -1.09290 -0.26013
*
```

How positive or negative is each atom? The Mulliken charges in e answer that:
1. H 0.54
2. C -0.71
3. H 0.37
4. H 0.42
5. C -0.73
6. H 0.28
7. C -0.03
8. H 0.38
9. N 0.06
10. H 0.23
11. H 0.40
12. H 0.20
13. H 0.21
14. H 0.24
15. N -0.69
16. C -1.47
17. H 0.24
18. H 0.21
19. C -0.15

***

3.
The following is a DFT calculation (wB97M-V/def2-TZVPD) of an isolated molecule of C5H12N2 in a non-equilibrium geometry.

The calculation puts the total energy at -307.16927 Ha. As for the SMILES: CN/C=C/CCN.

The geometry in ORCA input format:
```
! wB97M-V def2-TZVPD RIJCOSX def2/J DEFGRID3
* xyz 0 1
H -0.39631 3.16339 -1.50002
H -2.68286 -1.22315 0.13867
N -0.83365 -1.76606 0.87323
N -0.15698 2.23799 -1.18894
H -0.31684 -2.37381 1.48457
C -0.07911 -0.90857 0.10649
H 1.58208 2.89129 -0.17977
C 0.86002 2.07118 -0.15491
C 1.66923 0.78233 -0.34651
H 0.42509 2.21259 0.84019
H -2.23960 -2.84353 -0.34163
H -2.63481 -2.61835 1.34907
H 1.62880 0.58343 -1.41638
H 2.69813 0.96477 -0.07347
H -0.98093 1.73084 -0.90673
H -0.59494 -0.41857 -0.71781
H 1.72900 -0.98451 1.08404
C -2.18097 -2.12762 0.48860
C 1.15093 -0.47025 0.32120
*
```

How positive or negative is each atom? The Mulliken charges in e answer that:
1. H 0.19
2. H 0.25
3. N -0.22
4. N -0.56
5. H 0.22
6. C -0.21
7. H 0.39
8. C -0.39
9. C -0.71
10. H 0.24
11. H 0.28
12. H 0.29
13. H 0.30
14. H 0.39
15. H 0.18
16. H 0.34
17. H 0.26
18. C -0.80
19. C -0.45

***

4.
The following is a DFT calculation (wB97M-V/def2-TZVPD) of an isolated molecule of C5H12N2 in a non-equilibrium geometry.

The calculation puts the total energy at -307.16707 Ha. As for the SMILES: CC(C)(N)/C=C/N.

The geometry in ORCA input format:
```
! wB97M-V def2-TZVPD RIJCOSX def2/J DEFGRID3
* xyz 0 1
H -0.92124 1.65025 0.82304
H 1.35051 -1.99425 0.59847
C -1.31444 -1.22397 1.00759
H 1.25127 1.48457 -0.86428
C -0.11327 -0.41652 0.53209
H -0.02817 1.39072 2.17028
H -1.22463 -2.26857 0.70380
H 1.15898 -1.12274 2.12350
N 0.23248 1.46420 -2.66088
H -0.37128 0.92771 -3.26533
H -2.24193 -0.82641 0.59640
C 0.50271 0.94400 -1.42048
C -0.13026 -0.13352 -0.89033
H -1.37486 -1.20187 2.09610
H 2.02637 -0.36351 0.78333
H 0.87105 2.15253 -3.02369
N -0.04916 1.24531 1.15940
C 1.19156 -1.00847 1.04119
H -0.81568 -0.69945 -1.51022
*
```

How positive or negative is each atom? The Mulliken charges in e answer that:
1. H 0.22
2. H 0.36
3. C -1.78
4. H 0.38
5. C 1.86
6. H 0.21
7. H 0.37
8. H 0.34
9. N -0.44
10. H 0.20
11. H 0.39
12. C 0.11
13. C -1.21
14. H 0.40
15. H 0.37
16. H 0.21
17. N -0.75
18. C -1.44
19. H 0.20

***

5.
The following is a DFT calculation (wB97M-V/def2-TZVPD) of an isolated molecule of C5H12N2 in a non-equilibrium geometry.

The calculation puts the total energy at -307.16948 Ha. As for the SMILES: CCC/C(N)=C/N.

The geometry in ORCA input format:
```
! wB97M-V def2-TZVPD RIJCOSX def2/J DEFGRID3
* xyz 0 1
H 1.02038 3.44386 0.11348
C -1.28638 -1.69627 0.12449
H 1.47152 2.40955 -1.10335
H -2.42052 -2.94736 -1.06117
C -0.12096 1.54936 0.32389
H 1.77489 -1.08922 -0.50950
H -0.50726 0.04008 1.86329
H 0.78266 -0.56439 -1.62680
H -0.70625 2.21708 0.97755
H 1.88337 2.02697 0.65826
H -2.11699 -1.37714 0.75199
C 1.12430 2.36774 -0.07301
H -0.64500 -3.29138 -0.78233
H 1.11486 0.31911 1.46772
C 0.15633 0.18463 0.98257
N 0.86130 -1.30376 -0.90351
N -1.50605 -2.77746 -0.70356
H -0.73414 1.46021 -0.56560
C -0.14604 -0.97164 0.06559
*
```

How positive or negative is each atom? The Mulliken charges in e answer that:
1. H 0.32
2. C -0.26
3. H 0.28
4. H 0.19
5. C -0.32
6. H 0.32
7. H 0.27
8. H 0.26
9. H 0.32
10. H 0.27
11. H 0.33
12. C -1.10
13. H 0.21
14. H 0.53
15. C -1.01
16. N -0.67
17. N -0.42
18. H 0.36
19. C 0.09

***

6.
The following is a DFT calculation (wB97M-V/def2-TZVPD) of an isolated molecule of C5H12N2 in a non-equilibrium geometry.

The calculation puts the total energy at -307.20296 Ha. As for the SMILES: NC[C@@H]1CCCN1.

The geometry in ORCA input format:
```
! wB97M-V def2-TZVPD RIJCOSX def2/J DEFGRID3
* xyz 0 1
H 2.13934 1.07938 -0.64742
H -0.33105 0.08704 -1.91291
H -1.15885 1.27261 0.45444
N 1.26261 -0.78994 -0.10072
C 1.88674 0.46479 0.22140
H 1.64203 -1.59322 0.36937
H -2.84029 -1.28227 -1.51591
H 1.22853 1.23438 2.15716
C 0.89701 1.23180 1.11906
H 2.82866 0.25597 0.72372
H -0.61255 -1.64686 -1.82570
C -0.17923 -0.71378 0.04583
C -0.83194 -0.69834 -1.33585
H -2.60745 0.05965 -0.56244
H -0.87481 0.25833 1.85298
H -0.55766 -1.56107 0.62152
H 0.84871 2.24995 0.79728
C -0.47295 0.56595 0.88556
N -2.26686 -0.47436 -1.34737
*
```

How positive or negative is each atom? The Mulliken charges in e answer that:
1. H 0.23
2. H 0.24
3. H 0.42
4. N -0.43
5. C -0.64
6. H 0.30
7. H 0.23
8. H 0.28
9. C -0.46
10. H 0.34
11. H 0.33
12. C 0.17
13. C -0.68
14. H 0.21
15. H 0.23
16. H 0.32
17. H 0.26
18. C -0.81
19. N -0.52

***

7.
The following is a DFT calculation (wB97M-V/def2-TZVPD) of an isolated molecule of C5H12N2 in a non-equilibrium geometry.

The calculation puts the total energy at -307.16879 Ha. As for the SMILES: C=C(CCN)NC.

The geometry in ORCA input format:
```
! wB97M-V def2-TZVPD RIJCOSX def2/J DEFGRID3
* xyz 0 1
H -0.90969 -1.07607 -1.41722
H 0.40629 -2.28938 1.90943
N -0.40022 0.16905 1.45616
H -0.51233 1.90687 2.53379
C 0.56403 -1.94945 0.89281
C -0.26125 -0.29540 -1.80739
N -1.11345 0.90633 -2.00970
C 0.34572 -0.65076 0.58594
H -0.45937 -0.38225 2.30125
H 1.16671 1.35703 2.34283
H 1.21312 -2.54636 0.26978
H 1.77000 -0.50958 -0.96483
C 0.80302 -0.07457 -0.72049
H 0.99246 0.99067 -0.58857
H 0.06533 -0.54857 -2.81708
H 0.32338 2.02706 0.91258
H -2.02461 0.71872 -1.60328
H -1.18936 1.36364 -2.90299
C 0.20658 1.48632 1.83903
*
```

How positive or negative is each atom? The Mulliken charges in e answer that:
1. H 0.35
2. H 0.29
3. N -0.28
4. H 0.34
5. C -1.10
6. C -0.50
7. N -0.52
8. C 0.53
9. H 0.29
10. H 0.29
11. H 0.28
12. H 0.37
13. C -0.81
14. H 0.37
15. H 0.36
16. H 0.33
17. H 0.20
18. H 0.18
19. C -0.97

***

8.
The following is a DFT calculation (wB97M-V/def2-TZVPD) of an isolated molecule of C5H12N2 in a non-equilibrium geometry.

The calculation puts the total energy at -307.18451 Ha. As for the SMILES: C=C(N)C[C@H](C)N.

The geometry in ORCA input format:
```
! wB97M-V def2-TZVPD RIJCOSX def2/J DEFGRID3
* xyz 0 1
C -1.98069 1.06591 -0.58385
N 2.47494 -0.19678 -0.65434
H 1.40019 -1.37442 0.56047
C -1.28016 0.00133 -0.13430
H 2.44073 -0.89040 -1.37827
C 1.12717 0.72198 1.18453
H -1.56160 1.66336 -1.37975
N -1.91283 -0.85216 0.78475
H -1.84088 -1.83518 0.64803
H 0.19629 0.33016 -1.58829
H 2.55509 0.75035 -0.97824
H -3.00396 1.24674 -0.30191
H -2.42223 -0.45084 1.54687
H 1.01102 1.68032 0.66377
H 0.30892 0.57655 1.88095
C -0.02249 -0.40763 -0.81210
H 2.07539 0.76827 1.73010
H 0.03936 -1.34624 -1.36742
C 1.24120 -0.36936 0.14075
*
```

How positive or negative is each atom? The Mulliken charges in e answer that:
1. C -1.18
2. N -0.68
3. H 0.27
4. C 0.73
5. H 0.24
6. C -1.47
7. H 0.26
8. N -0.43
9. H 0.19
10. H 0.31
11. H 0.24
12. H 0.33
13. H 0.19
14. H 0.32
15. H 0.35
16. C -0.97
17. H 0.41
18. H 0.35
19. C 0.53

***

9.
The following is a DFT calculation (wB97M-V/def2-TZVPD) of a structure of composition C5H12N2O in a non-equilibrium geometry.

The calculation puts the total energy at -382.22470 Ha.

The geometry in ORCA input format:
```
! wB97M-V def2-TZVPD RIJCOSX def2/J DEFGRID3
* xyz 0 1
H 2.55778 -1.29536 -1.54409
N -1.90386 0.15451 -0.89538
C -0.56272 -1.82021 0.71583
H 0.38956 1.21741 -1.16918
H -1.98664 2.03713 -0.02444
C 2.49345 0.86214 0.61210
O 2.59561 -0.35470 -1.33609
H -1.31897 -1.73491 1.49849
H -3.55247 1.40250 -0.54775
H -2.81120 0.80438 0.94301
C -2.59688 1.13288 -0.08498
H -0.83243 -2.65348 0.06515
H 2.41890 1.80625 0.05046
H 0.41630 -2.01896 1.15506
H 1.98423 0.97468 1.57040
N 1.89662 -0.26097 -0.07236
H -2.46961 -0.66665 -1.08479
H 3.55474 0.66725 0.80048
C 0.19786 0.31964 -0.61665
C -0.47025 -0.57353 -0.03528
*
```

How positive or negative is each atom? The Mulliken charges in e answer that:
1. H 0.30
2. N -0.50
3. C -1.16
4. H 0.52
5. H 0.24
6. C -0.85
7. O -0.46
8. H 0.30
9. H 0.35
10. H 0.25
11. C -0.76
12. H 0.28
13. H 0.31
14. H 0.36
15. H 0.28
16. N -0.21
17. H 0.28
18. H 0.29
19. C -0.05
20. C 0.22

***

10.
The following is a DFT calculation (wB97M-V/def2-TZVPD) of an isolated molecule of C5H12N2O in a non-equilibrium geometry.

The calculation puts the total energy at -382.41446 Ha. As for the SMILES: CCNC(=O)[C@@H](C)N.

The geometry in ORCA input format:
```
! wB97M-V def2-TZVPD RIJCOSX def2/J DEFGRID3
* xyz 0 1
H -0.15206 1.24604 -2.42361
N 2.09924 -0.22065 -1.53225
H 1.96137 -0.85710 -2.31211
C 0.84893 0.11426 -0.96002
H 0.95412 2.20085 -1.69236
H -2.15415 -0.06814 -0.01588
C -2.13605 -0.65020 0.93899
H 3.05836 0.14900 -1.07708
H -0.51667 -2.13663 0.69983
H 0.32130 0.20551 2.53323
H -0.95202 -1.68584 2.31512
C -0.77570 -1.20582 1.33702
N 0.24990 -0.19230 1.53203
H -2.59873 -0.05906 1.74262
H -0.47257 1.90457 -0.84057
O 1.79864 1.40383 0.93778
C 0.29605 1.41618 -1.56154
H -2.94599 -1.41791 0.82470
H 0.14318 -0.64085 -1.04856
C 0.97287 0.49425 0.60265
*
```

How positive or negative is each atom? The Mulliken charges in e answer that:
1. H 0.43
2. N -0.55
3. H 0.20
4. C 0.43
5. H 0.40
6. H 0.21
7. C -0.90
8. H 0.26
9. H 0.25
10. H 0.30
11. H 0.33
12. C -0.50
13. N -0.11
14. H 0.31
15. H 0.28
16. O -0.68
17. C -1.51
18. H 0.34
19. H 0.40
20. C 0.12

***

11.
The following is a DFT calculation (wB97M-V/def2-TZVPD) of a cluster of 2 separate species, C5H12N2O in total in a non-equilibrium geometry.

The calculation puts the total energy at -382.37277 Ha. As for the SMILES: C=CN=C.CNCO.

The geometry in ORCA input format:
```
! wB97M-V def2-TZVPD RIJCOSX def2/J DEFGRID3
* xyz 0 1
C -0.24839 2.07096 -1.79690
H 0.64852 -1.68691 1.38050
H 1.40007 3.64223 1.58470
H -0.27552 1.76157 -2.82483
H -1.46767 -0.82318 0.33950
H -0.99303 2.74936 -1.37582
C -1.87083 -2.49731 1.48637
H 0.30186 -2.02892 -1.39739
H 0.26049 -3.17878 0.49371
C 0.14667 -2.08129 0.47573
C 0.71536 1.57260 -0.96895
N -1.23848 -1.85603 0.38691
O 0.75632 -1.56633 -0.69765
H -1.64599 -3.58238 1.41511
H -2.95481 -2.38220 1.37552
H 1.52917 3.97758 -0.26302
H -1.55709 -2.14888 2.48714
N 0.85098 2.07517 0.33968
C 1.27869 3.27380 0.55642
H 1.28693 0.66458 -1.23609
*
```

How positive or negative is each atom? The Mulliken charges in e answer that:
1. C -0.65
2. H 0.35
3. H 0.26
4. H 0.27
5. H 0.21
6. H 0.26
7. C -0.88
8. H 0.28
9. H 0.43
10. C -0.50
11. C -0.08
12. N -0.32
13. O -0.48
14. H 0.30
15. H 0.32
16. H 0.28
17. H 0.30
18. N -0.37
19. C -0.29
20. H 0.32

***

12.
The following is a DFT calculation (wB97M-V/def2-TZVPD) of a cluster of 2 separate species, C5H12N2O in total in a non-equilibrium geometry.

The calculation puts the total energy at -382.33441 Ha.

The geometry in ORCA input format:
```
! wB97M-V def2-TZVPD RIJCOSX def2/J DEFGRID3
* xyz 0 1
H 0.25608 1.79228 0.61886
H 1.16841 -0.93213 1.23998
C 2.42842 0.21786 -0.97946
H 2.97876 0.96924 -0.41063
C 0.42273 0.73703 0.42120
N 0.98800 0.37502 -0.80897
H -2.05287 0.48183 1.83135
N 0.76063 -0.02705 1.48376
C -2.23414 -0.14695 0.95490
H 2.63733 0.38307 -2.03828
C 0.12921 -0.76382 -1.17897
H -2.04042 -0.05669 -1.15163
H -0.10031 -0.70639 -2.24751
H -1.85126 -1.15181 1.17272
O 0.14260 -1.83636 -0.55550
H -3.31707 -0.22006 0.81873
C -1.54506 0.37910 -0.28493
H -1.68505 1.45043 -0.44418
H 0.12672 -0.16653 2.25938
H 2.78728 -0.77805 -0.70083
*
```

How positive or negative is each atom? The Mulliken charges in e answer that:
1. H 0.47
2. H 0.30
3. C -0.92
4. H 0.32
5. C -0.46
6. N -0.10
7. H 0.26
8. N -0.44
9. C -1.06
10. H 0.31
11. C 0.03
12. H 0.42
13. H 0.52
14. H 0.28
15. O -0.60
16. H 0.35
17. C -0.66
18. H 0.37
19. H 0.26
20. H 0.33

***

13.
The following is a DFT calculation (wB97M-V/def2-TZVPD) of an isolated molecule of C5H12N2O in a non-equilibrium geometry.

The calculation puts the total energy at -382.38276 Ha.

The geometry in ORCA input format:
```
! wB97M-V def2-TZVPD RIJCOSX def2/J DEFGRID3
* xyz 0 1
H -1.56432 0.62218 -1.75334
C 1.14437 0.98277 0.05692
H 1.99821 -1.20084 -1.80790
N -1.12863 0.06893 1.11334
H -1.52417 0.13373 3.19152
O -0.58174 -2.04381 -0.56476
H 0.11586 -0.37040 2.75514
C -0.13583 0.30684 -0.38561
H 1.65309 0.41248 0.83638
H -1.74739 0.82254 0.54341
H 0.84968 -0.31806 -2.81442
C 0.96547 -1.18300 -2.16289
N -1.03805 1.12129 -1.03708
H -1.49119 -0.87725 0.99262
H 1.80724 1.09983 -0.79930
H 0.77569 -2.10859 -2.70248
H -0.35306 1.33058 2.59472
H 0.91092 1.98184 0.42126
C -0.70073 0.30432 2.49314
C 0.04458 -1.08540 -0.97068
*
```

How positive or negative is each atom? The Mulliken charges in e answer that:
1. H 0.19
2. C -1.78
3. H 0.30
4. N -0.44
5. H 0.33
6. O -0.60
7. H 0.33
8. C 1.38
9. H 0.35
10. H 0.47
11. H 0.38
12. C -1.37
13. N -1.03
14. H 0.34
15. H 0.39
16. H 0.38
17. H 0.31
18. H 0.43
19. C -0.89
20. C 0.55

***

In order of appearance, relative energy (zero: lowest compared OMol25 entry of this formula, charge and spin) = 5.705, 4.458, 1.635, 1.694, 1.629, 0.718, 1.648, 1.220, 7.560, 2.396, 3.531, 4.575, 3.259 eV.